This record from the OMol25 dataset describes a single C5H8O molecule. The level of theory is ωB97M-V with the def2-TZVPD basis set.

## Properties
net charge: 0
maximum force: 0.4 eV/A
SMILES string: C1C[C@H]2OC[C@@H]12
HOMO energy: -9.513 eV
lowest unoccupied orbital energy: 1.182 eV
relative energy (zero: lowest compared OMol25 entry of this formula, charge and spin): 199.8 kJ/mol

Last columns: bonded neighbours and bond lengths (Å).
Atoms and positions in Å:
1 C 1.11 0.52 0.27  C2 1.551, C6 1.553, H7 1.095, H8 1.093
2 C 1.07 -1.00 -0.02  C1 1.551, C3 1.527, H9 1.093, H10 1.096
3 C -0.36 -0.84 -0.52  C2 1.527, O4 1.441, C6 1.543, H11 1.096
4 O -1.33 -0.81 0.55  C3 1.441, C5 1.439
5 C -1.45 0.62 0.44  O4 1.439, C6 1.524, H12 1.098, H13 1.099
6 C -0.24 0.69 -0.48  C1 1.553, C3 1.543, C5 1.524, H14 1.091
7 H 1.04 0.78 1.33  C1 1.095
8 H 1.96 1.06 -0.16  C1 1.093
9 H 1.23 -1.69 0.81  C2 1.093
10 H 1.74 -1.27 -0.85  C2 1.096
11 H -0.72 -1.44 -1.37  C3 1.096
12 H -1.38 1.13 1.41  C5 1.098
13 H -2.40 0.90 -0.04  C5 1.099
14 H -0.26 1.34 -1.36  C6 1.091